Record 1
C5H13O as an isolated structure, computed with ωB97M-V/def2-TZVPD.

Highest occupied orbital energy: -14.68 eV
Relative energy (zero: lowest compared OMol25 entry of this formula, charge and spin): 55.7 kcal/mol
Energy: -7432.2845 eV
Kohn-Sham gap: 0.4360 Ha
Total charge: +1
LUMO energy: -2.820 eV

Last column: Löwdin charge in e.
Element x y z (Å)
C 0.560 1.498 0.144  -0.09
C 2.132 -0.734 0.043  0.10
C -0.862 -1.137 0.911  0.03
C -1.940 0.199 -0.784  0.07
C 0.500 0.249 -0.589  -0.23
O -0.728 -0.511 -0.377  -0.31
H 0.217 1.336 1.272  0.15
H -0.117 2.142 -0.285  0.04
H 1.601 2.000 0.008  0.15
H 2.833 -0.680 -0.751  0.04
H 1.681 -1.696 0.267  0.05
H 2.679 -0.171 0.785  0.06
H 0.047 -0.965 1.476  0.10
H -1.773 -0.745 1.477  0.15
H -1.056 -2.130 0.641  0.11
H -1.671 0.770 -1.741  0.15
H -2.592 -0.679 -0.811  0.13
H -2.020 0.980 0.047  0.14
H 0.508 0.274 -1.733  0.17

Cartesian forces, eV/Å:
1.395 0.561 2.619
-3.571 1.418 -1.370
-1.405 0.904 1.588
1.039 1.709 0.265
4.647 -2.530 -1.243
1.118 0.246 -0.003
1.233 0.502 -2.194
-1.640 2.040 -0.707
-1.836 -1.076 0.651
0.052 -0.603 -1.367
0.845 -0.044 0.143
-0.919 0.115 0.985
-0.125 -0.229 -0.016
1.333 -0.227 -0.848
0.018 -1.673 0.236
-0.821 -1.334 1.139
-0.826 1.130 -0.358
-0.988 -1.165 -1.236
0.454 0.255 1.716

---

Record 2
A 19-piece molecular cluster, C58H167N25O19 overall, computed with ωB97M-V/def2-TZVPD.

Highest occupied orbital energy: -8.62 eV
Relative energy (zero: lowest compared OMol25 entry of this formula, charge and spin): 0.0 kcal/mol
Energy: -139001.4804 eV
Kohn-Sham gap: 0.3221 Ha
LUMO energy: 0.146 eV

Last column: Löwdin charge in e.
Element x y z (Å)
C 1.776 3.504 1.690  -0.79
O 0.574 3.483 1.549  0.02
N 2.434 4.346 2.418  0.19
N 2.624 2.830 1.023  0.19
H 3.433 4.253 2.529  0.10
H 1.919 5.168 2.698  0.13
H 3.408 2.456 1.539  0.07
H 2.335 2.209 0.281  0.12
C -7.249 2.748 1.932  -0.76
O -8.178 2.867 2.693  0.03
N -7.465 2.530 0.626  0.17
N -5.991 2.911 2.277  0.18
H -8.432 2.579 0.337  0.11
H -6.793 2.239 -0.069  0.06
H -5.730 3.223 3.201  0.12
H -5.346 2.671 1.537  0.07
C -2.158 0.753 -3.612  -0.76
O -2.369 1.203 -2.500  0.00
N -0.990 0.348 -3.969  0.21
N -3.088 0.537 -4.510  0.19
H -0.803 0.218 -4.953  0.12
H -0.179 0.425 -3.373  0.10
H -4.027 0.664 -4.160  0.06
H -2.871 -0.066 -5.291  0.12
C 5.516 -0.490 -4.230  -0.84
O 6.088 0.190 -5.019  0.05
N 6.066 -1.215 -3.252  0.16
N 4.257 -0.681 -4.171  0.17
H 7.071 -1.244 -3.154  0.11
H 5.497 -1.829 -2.686  0.02
H 3.891 -1.335 -3.494  0.07
H 3.687 -0.087 -4.756  0.12
C -2.710 3.947 0.354  -0.88
O -3.838 4.022 -0.025  0.03
N -1.810 3.466 -0.383  0.23
N -2.417 4.237 1.533  0.21
H -2.191 2.961 -1.171  0.10
H -0.956 3.272 0.120  0.07
H -3.036 4.482 2.292  0.14
H -1.473 4.047 1.838  0.08
C 0.217 -0.608 -0.391  -0.80
O 0.897 -0.979 -1.346  0.01
N 0.027 -1.298 0.691  0.20
N -0.332 0.519 -0.260  0.19
H 0.566 -2.152 0.734  0.07
H -0.462 -0.848 1.451  0.06
H -0.451 0.991 -1.145  0.09
H -1.016 0.589 0.479  0.05
C -1.551 -0.690 3.690  -0.05
C -1.667 0.823 3.437  -0.36
C -0.362 1.574 3.774  -0.15
O -0.164 1.254 5.161  -0.22
C 0.622 2.180 5.928  -0.08
N -2.119 0.915 2.049  0.04
H -0.775 -1.172 3.095  0.04
H -2.487 -1.211 3.490  0.04
H -1.361 -0.774 4.760  0.09
H -2.548 1.176 3.973  0.13
H -0.495 2.641 3.595  0.11
H 0.549 1.204 3.303  0.12
H -0.046 2.902 6.396  0.09
H 1.438 2.616 5.350  0.08
H 1.150 1.673 6.736  0.07
H -2.291 1.821 1.636  0.06
H -2.946 0.356 1.895  0.02
C -4.069 -2.261 0.614  -0.06
C -4.088 -1.027 -0.164  -0.40
C -5.020 -1.236 -1.436  -0.14
O -4.739 -2.458 -2.150  -0.20
C -3.635 -2.397 -3.019  -0.11
N -4.484 0.149 0.656  0.05
H -3.623 -2.071 1.590  0.06
H -3.417 -2.993 0.137  0.07
H -5.033 -2.749 0.759  0.10
H -3.085 -0.713 -0.454  0.12
H -5.066 -0.401 -2.135  0.08
H -6.051 -1.265 -1.083  0.12
H -2.640 -2.243 -2.601  0.10
H -3.870 -1.648 -3.776  0.05
H -3.697 -3.352 -3.542  0.09
H -4.429 1.040 0.183  0.04
H -5.457 -0.058 0.833  0.07
C -3.396 -7.778 -0.425  -0.07
C -3.281 -6.261 -0.467  -0.43
C -1.837 -5.744 -0.886  -0.20
O -1.373 -6.089 -2.188  -0.17
C -0.714 -7.366 -2.231  -0.09
N -4.329 -5.673 -1.262  0.05
H -2.540 -8.151 0.137  0.08
H -3.209 -8.289 -1.369  0.06
H -4.413 -8.034 -0.128  0.08
H -3.428 -5.897 0.549  0.13
H -1.228 -5.991 -0.017  0.10
H -2.001 -4.671 -0.782  0.10
H -1.420 -8.167 -2.452  0.07
H -0.076 -7.506 -1.360  0.09
H -0.096 -7.395 -3.128  0.08
H -4.388 -6.061 -2.192  0.08
H -5.211 -5.769 -0.779  0.08
C 5.799 -3.176 -0.634  -0.07
C 4.285 -3.348 -0.805  -0.38
C 3.520 -3.276 0.558  -0.13
O 2.088 -3.249 0.340  -0.24
C 1.313 -4.462 0.491  -0.06
N 4.002 -2.274 -1.725  0.01
H 6.330 -3.661 -1.453  0.09
H 6.091 -3.907 0.120  0.07
H 6.216 -2.236 -0.272  0.08
H 3.983 -4.231 -1.367  0.15
H 3.833 -2.401 1.128  0.11
H 3.787 -4.113 1.203  0.13
H 0.941 -4.698 1.488  0.07
H 1.855 -5.268 -0.005  0.10
H 0.310 -4.307 0.092  0.07
H 4.217 -1.477 -1.143  0.09
H 2.995 -2.269 -1.800  0.07
C 2.054 6.561 -8.686  -0.08
C 0.929 6.499 -7.600  -0.37
C 0.658 5.069 -6.988  -0.21
O -0.243 5.195 -5.910  -0.19
C -0.430 3.991 -5.215  -0.11
N 1.441 7.465 -6.586  0.03
H 2.164 7.459 -9.295  0.07
H 1.904 5.691 -9.325  0.06
H 3.089 6.346 -8.419  0.07
H 0.003 6.856 -8.050  0.13
H 1.599 4.600 -6.699  0.12
H 0.280 4.402 -7.763  0.12
H -0.746 4.220 -4.198  0.08
H 0.525 3.466 -5.180  0.08
H -1.218 3.362 -5.629  0.08
H 2.137 6.969 -6.048  0.06
H 0.701 7.395 -5.903  0.04
C 5.010 2.065 -1.594  -0.09
C 5.262 3.440 -1.345  -0.42
C 6.691 3.800 -0.948  -0.16
O 7.008 3.222 0.312  -0.26
C 8.243 3.516 0.788  -0.12
N 4.877 4.235 -2.626  0.05
H 5.294 1.435 -0.752  0.06
H 5.663 1.708 -2.390  0.09
H 3.970 1.799 -1.785  0.09
H 4.609 3.920 -0.616  0.12
H 6.757 4.875 -0.783  0.13
H 7.348 3.462 -1.750  0.14
H 8.347 2.923 1.696  0.09
H 8.235 4.591 0.970  0.10
H 9.017 3.319 0.046  0.10
H 3.905 4.021 -2.797  0.05
H 5.351 3.913 -3.458  0.06
C 4.265 -0.869 7.350  -0.07
C 2.851 -1.337 7.666  -0.41
C 1.958 -1.508 6.481  -0.25
O 2.488 -2.261 5.455  -0.16
C 1.974 -1.990 4.124  -0.05
N 3.024 -2.668 8.248  0.03
H 5.037 -1.025 8.103  0.07
H 4.320 0.212 7.226  0.06
H 4.683 -1.396 6.492  0.07
H 2.350 -0.649 8.346  0.14
H 1.623 -0.542 6.103  0.10
H 1.086 -2.050 6.848  0.12
H 2.756 -2.099 3.373  0.08
H 1.746 -0.927 4.048  0.06
H 1.003 -2.422 3.882  0.06
H 3.476 -3.373 7.683  0.08
H 2.078 -3.001 8.371  0.06
C -0.926 -6.857 6.088  -0.06
C 0.409 -6.614 5.318  -0.44
C 0.234 -5.356 4.473  -0.19
O -0.940 -5.420 3.633  -0.19
C -1.438 -4.098 3.345  -0.11
N 1.366 -6.631 6.351  0.03
H -0.887 -7.799 6.635  0.07
H -1.755 -6.865 5.380  0.07
H -1.056 -6.070 6.831  0.08
H 0.639 -7.373 4.571  0.14
H 1.112 -5.034 3.912  0.11
H 0.040 -4.559 5.191  0.12
H -1.805 -3.530 4.200  0.07
H -2.305 -4.126 2.684  0.08
H -0.710 -3.437 2.875  0.05
H 1.342 -7.575 6.709  0.07
H 0.998 -6.142 7.154  0.07
C 1.893 -2.552 -8.255  -0.05
C 2.325 -2.563 -6.760  -0.43
C 1.426 -3.420 -5.764  -0.18
O 0.087 -3.014 -5.852  -0.21
C -0.898 -3.927 -5.369  -0.09
N 3.736 -2.753 -6.630  0.02
H 2.225 -1.694 -8.841  0.07
H 0.809 -2.644 -8.312  0.07
H 2.434 -3.287 -8.851  0.07
H 2.279 -1.532 -6.411  0.11
H 1.667 -3.367 -4.703  0.11
H 1.614 -4.466 -6.006  0.12
H -0.716 -4.060 -4.302  0.08
H -1.150 -4.841 -5.906  0.09
H -1.830 -3.365 -5.425  0.07
H 3.972 -2.683 -5.650  0.05
H 4.057 -1.872 -7.005  0.07
C -0.068 9.206 0.414  -0.06
C -0.613 9.058 -1.052  -0.40
C 0.214 8.037 -1.831  -0.23
O 0.158 6.858 -1.077  -0.19
C 0.790 5.801 -1.694  -0.11
N -1.961 8.545 -0.946  0.03
H -0.390 8.342 0.997  0.06
H -0.426 10.089 0.943  0.07
H 1.020 9.182 0.355  0.07
H -0.627 10.098 -1.375  0.13
H 1.250 8.363 -1.917  0.12
H -0.136 8.014 -2.863  0.12
H 0.344 4.875 -1.332  0.07
H 1.872 5.821 -1.569  0.09
H 0.595 5.914 -2.760  0.07
H -2.547 8.605 -1.767  0.07
H -1.919 7.574 -0.671  0.06
C -4.940 -4.563 4.686  -0.05
C -4.598 -3.057 4.781  -0.46
C -5.949 -2.268 4.777  -0.21
O -5.730 -0.900 5.014  -0.19
C -5.329 -0.097 3.845  -0.04
N -3.976 -2.909 6.033  0.05
H -4.000 -5.113 4.648  0.06
H -5.527 -4.794 3.798  0.08
H -5.464 -4.956 5.558  0.08
H -3.999 -2.716 3.937  0.10
H -6.664 -2.689 5.485  0.13
H -6.418 -2.406 3.803  0.11
H -6.042 -0.441 3.096  0.08
H -4.286 -0.279 3.584  0.04
H -5.374 0.982 3.989  0.07
H -3.968 -1.927 6.267  0.07
H -4.626 -3.341 6.673  0.08
C -5.330 4.014 -3.316  -0.02
C -6.003 2.753 -2.597  -0.35
C -6.643 1.626 -3.481  -0.20
O -5.737 0.895 -4.231  -0.24
C -6.353 -0.249 -4.795  -0.08
N -5.037 2.142 -1.701  0.04
H -5.596 4.234 -4.350  0.06
H -4.266 3.804 -3.424  0.06
H -5.461 4.911 -2.711  0.07
H -6.839 3.156 -2.026  0.11
H -7.294 2.054 -4.243  0.12
H -7.322 1.041 -2.861  0.12
H -5.587 -0.989 -5.027  0.08
H -6.825 0.005 -5.744  0.10
H -6.967 -0.833 -4.111  0.10
H -4.644 2.936 -1.214  0.02
H -4.247 1.692 -2.142  0.03
C 4.858 0.771 3.998  -0.05
C 5.895 1.273 2.992  -0.41
C 5.866 0.157 1.882  -0.14
O 6.129 -1.212 2.384  -0.23
C 7.480 -1.556 2.581  -0.11
N 5.442 2.564 2.500  0.05
H 4.795 1.295 4.952  0.07
H 5.126 -0.268 4.187  0.07
H 3.876 0.752 3.526  0.07
H 6.910 1.451 3.347  0.13
H 6.614 0.405 1.129  0.11
H 4.878 0.272 1.436  0.11
H 8.007 -1.175 1.707  0.08
H 7.654 -2.625 2.705  0.09
H 7.945 -0.980 3.381  0.08
H 5.464 3.163 3.313  0.09
H 6.049 2.787 1.725  0.03

Cartesian forces, eV/Å:
-2.173 1.020 -0.324
-2.294 0.301 -0.261
0.608 3.541 3.835
3.278 -5.321 -4.000
-0.292 0.426 -0.177
0.435 -0.166 0.506
0.751 0.350 -0.130
-0.534 -0.137 0.338
-1.522 0.471 0.203
-1.188 0.222 1.231
-0.743 -0.585 -2.114
2.474 -0.288 0.020
0.261 -0.217 0.196
0.291 0.144 0.203
-0.110 -0.284 -0.418
0.697 0.613 0.580
-0.782 -0.042 1.072
-0.573 1.069 1.828
4.699 -0.980 -1.683
-1.541 0.190 -1.416
0.158 -0.238 0.261
-0.240 -0.099 0.123
-0.414 -0.003 -0.630
-0.421 0.165 0.209
2.399 -1.128 1.352
1.699 2.161 -2.057
3.159 -0.793 1.453
-6.018 0.259 -0.990
-0.277 -0.005 -0.194
0.131 0.044 -0.134
-0.423 0.334 -0.186
-0.213 -0.406 0.234
-3.536 0.081 -1.238
-5.015 0.761 -1.606
4.473 -1.899 -3.024
3.222 1.770 7.949
0.805 -0.294 -0.260
0.633 -0.583 -0.883
-0.356 0.101 -0.885
0.203 0.263 0.155
2.471 -2.487 -1.324
0.492 -0.219 -1.221
0.040 -3.390 2.569
-1.991 5.854 -1.666
-0.049 0.137 0.632
0.221 -0.576 -0.064
-0.516 0.439 0.364
-0.448 0.782 0.103
-0.061 0.678 0.992
-0.577 -0.859 -1.467
-0.807 -0.635 1.242
0.439 0.586 0.739
-0.284 -0.592 -0.313
1.413 -0.223 -0.994
0.083 0.173 0.380
-0.045 0.137 -0.130
0.282 -0.541 -0.044
0.611 0.387 1.206
0.193 0.090 0.086
-0.245 0.033 -0.903
0.196 0.406 -0.219
-0.243 0.420 -0.341
-0.322 -0.475 0.045
-0.029 0.306 0.548
-0.385 0.033 -0.076
0.778 -1.446 1.130
-0.221 2.432 -2.180
0.759 -0.175 0.198
-0.362 0.809 1.354
-1.115 -0.387 -0.872
-0.790 -1.591 0.322
-0.045 0.024 0.225
-0.147 -0.142 -0.147
-0.203 0.186 -0.050
0.275 -0.616 -0.522
0.687 0.229 0.033
-0.158 -0.588 0.268
-0.041 0.079 0.382
0.468 0.268 -0.034
0.518 -0.145 0.069
-0.152 -0.169 -0.698
-0.494 0.722 0.458
0.833 -0.045 -0.387
0.935 -0.561 -1.045
-2.425 0.131 0.698
0.190 -0.317 1.160
-0.183 0.585 -0.982
0.012 0.763 -0.071
-0.540 -0.411 0.920
-0.369 0.484 -0.495
0.341 -0.404 0.575
0.169 0.131 0.179
0.853 -0.564 -0.407
0.456 0.285 -0.763
-0.119 -0.165 0.768
-0.220 -0.286 0.097
0.306 0.458 0.055
-0.054 -0.113 0.023
-0.158 0.006 -0.288
0.334 -3.177 1.301
0.791 0.480 0.367
-0.518 -0.723 -0.784
-0.005 -0.198 0.503
0.256 0.599 -0.240
-1.695 0.333 0.705
0.012 0.902 -0.593
0.171 0.053 0.693
-0.490 0.240 -0.475
0.435 -0.569 0.467
-0.228 0.393 -0.180
0.062 -0.320 -0.116
1.237 -0.125 0.810
-0.393 -0.304 0.189
0.381 0.318 -1.193
-0.164 0.971 -0.295
-0.746 0.511 -0.261
-0.366 -1.999 -0.631
2.433 0.237 -0.048
0.285 1.133 -1.145
0.181 0.354 -0.326
0.018 0.032 0.507
-1.766 -0.820 0.433
-0.806 0.101 0.234
-0.335 0.136 -0.784
-0.056 0.167 1.243
-0.002 0.193 0.213
0.342 0.128 0.500
-0.440 -0.042 -0.231
0.088 0.127 0.053
-0.020 -0.387 0.129
0.054 -0.128 -0.421
0.874 -0.129 -0.240
-0.513 0.862 0.600
0.166 -3.600 0.460
-0.435 4.258 -1.439
-0.650 0.212 0.207
-2.130 -1.570 -1.648
0.924 0.863 0.223
0.543 -0.013 1.510
0.055 -0.082 0.378
-0.235 -0.089 -0.388
-0.029 0.246 -0.341
-0.132 -0.406 0.312
0.082 0.247 -0.576
0.513 -0.008 0.099
0.524 0.244 0.048
0.638 0.269 0.549
0.312 -0.299 0.116
-0.230 0.077 0.056
0.423 -0.339 0.033
0.604 0.910 -0.230
2.121 -1.462 -0.442
-1.465 1.096 -0.403
0.804 -0.799 -2.262
0.289 1.457 1.128
-0.928 -0.069 1.679
-0.600 -0.422 0.656
-0.168 0.103 -0.610
-0.333 0.212 -0.349
0.032 -0.236 0.330
-0.144 0.290 -0.134
-0.593 0.219 0.199
-0.050 -0.843 0.179
0.006 0.468 0.230
0.268 -0.840 0.146
0.233 0.472 -0.554
-0.068 -0.551 0.374
-0.231 -0.369 -1.522
-2.934 -0.419 -0.703
-0.518 1.254 0.962
0.273 0.755 -0.035
-0.087 -0.145 -0.031
2.369 0.307 0.745
-0.009 -0.120 -0.138
-0.303 -0.028 0.345
-0.091 0.224 -0.160
-0.125 -0.602 0.328
0.196 -0.343 -0.220
0.115 0.438 0.215
0.203 -0.399 0.703
0.119 -0.617 -0.235
0.420 -0.261 -0.241
0.511 -0.338 -0.113
0.077 0.640 0.029
0.286 -0.504 0.445
-1.721 1.280 0.635
0.928 -0.085 -0.977
-0.609 -0.485 -1.299
-0.407 1.524 0.735
1.068 -1.086 -0.216
-0.229 0.779 0.702
0.111 -0.089 -0.287
-0.391 -0.921 0.436
-1.534 0.432 0.124
0.861 0.531 0.155
-0.450 -0.394 -0.368
-0.017 -0.686 0.082
1.017 -0.240 -0.256
-0.076 0.182 0.058
0.196 -0.091 0.231
0.976 -0.128 -0.194
0.012 -0.786 -0.676
-0.175 -0.049 1.770
0.827 1.795 0.490
-0.679 0.517 0.324
-0.002 -0.499 -0.920
-0.971 0.295 0.394
0.096 -0.060 0.000
0.015 0.095 -0.347
0.102 0.242 0.299
0.094 -0.321 -1.005
0.433 0.104 0.087
-0.460 -0.798 -0.134
0.219 -0.034 0.031
0.248 -0.073 0.244
0.079 -0.556 -0.392
0.276 0.154 -0.225
-0.077 -0.088 0.063
0.693 0.243 -0.908
-2.978 -1.113 -0.400
1.085 -0.046 -1.506
0.308 1.557 0.261
-0.504 -1.645 0.836
1.265 0.513 1.173
0.027 -0.153 -0.155
-0.007 -0.059 -0.050
-0.191 0.378 0.123
0.184 -0.099 0.041
0.220 0.254 0.497
-0.185 0.036 -0.418
0.378 0.501 -0.606
-0.147 -0.438 -0.249
-0.630 -0.292 0.595
0.151 0.303 0.231
0.201 -0.026 0.589
-0.034 -1.145 -0.241
0.513 -0.190 -1.869
-0.865 2.546 -0.024
0.401 -1.355 0.523
0.906 -0.703 -0.501
-1.150 0.309 0.760
-0.762 -0.098 0.035
0.171 0.028 0.368
0.053 -0.115 0.025
-0.063 -0.102 0.162
-0.477 0.657 0.142
0.419 -0.574 0.316
0.438 0.245 -0.215
-0.488 0.018 0.179
-0.538 0.600 0.187
0.463 0.087 0.577
0.035 -0.045 -0.519
0.875 -0.640 0.384
-1.087 -1.140 0.156
1.417 0.201 0.991
-1.621 1.164 -0.400
0.576 1.595 -0.759
-0.822 -1.008 -0.455
0.110 0.193 -0.092
-0.247 -0.018 0.448
-0.060 0.197 -0.082
0.156 -0.821 0.590
0.115 -0.139 -0.294
-0.135 -0.835 -0.034
0.481 -0.470 -0.399
-0.488 0.134 0.004
-0.161 -0.235 0.595
0.337 0.575 -0.381
-0.061 1.133 0.061